1.
This record from the OMol25 dataset describes 2 unconnected molecules or ions with the total composition C12H12 in a non-equilibrium geometry. The level of theory is ωB97M-V with the def2-TZVPD basis set.

Geometry as ORCA input:
```
! wB97M-V def2-TZVPD RIJCOSX def2/J DEFGRID3
* xyz 0 1
C 1.08905 -1.82748 -0.43715
C 1.01545 -1.06082 0.69891
C 1.92267 0.02381 0.90379
C 2.96179 0.23386 -0.12621
C 2.87245 -0.50334 -1.34204
C 1.73960 -1.41134 -1.64094
H 0.29644 -2.70035 -0.30502
H 0.26208 -1.25743 1.42058
H 1.77491 0.67402 1.86605
H 3.61226 1.08805 0.03127
H 3.75364 -0.33695 -1.93875
H 1.64272 -2.42186 -2.41300
C -2.81363 -0.30832 0.25190
C -2.82728 0.64901 1.40362
C -1.93673 1.63415 1.42421
C -1.10956 1.92680 0.25346
C -1.18786 1.16968 -0.81012
C -2.04997 0.07726 -0.83612
H -3.42330 -1.05915 0.12571
H -3.09235 -0.06110 2.31557
H -2.03788 2.30795 2.36500
H -0.16624 2.74143 0.15422
H -0.36929 1.13746 -1.69546
H -1.92898 -0.71534 -1.66947
*
```

- gap between HOMO and LUMO (eV) = 9.85
- SMILES = c1ccccc1.c1ccccc1
- E_LUMO (eV) = 0.72
- ΔE to the lowest compared entry with this formula, charge and spin (eV) = 5.205

***

2.
This record from the OMol25 dataset describes a molecular structure, C12H12BIrN8Te4 in a non-equilibrium geometry. The level of theory is ωB97M-V with the def2-TZVPD basis set.

Geometry as ORCA input:
```
! wB97M-V def2-TZVPD RIJCOSX def2/J DEFGRID3
* xyz 1 2
Ir 1.99080 -0.00518 -1.35580
C -0.71608 3.18174 -1.62833
C 0.45973 2.52022 -1.95614
N 0.53541 1.38191 -1.26547
N -0.55979 1.29102 -0.47622
C -1.32670 2.37106 -0.69522
B -0.62804 0.04882 0.45693
N 0.67833 0.06418 1.29621
C 0.82986 0.12431 2.62700
C 2.17634 0.11227 2.91938
C 2.80587 0.03772 1.68328
N 1.89566 0.01541 0.70731
N -0.56293 -1.18361 -0.47684
C -1.41286 -2.20417 -0.65505
C -0.86877 -3.07251 -1.58112
C 0.35218 -2.50703 -1.93199
N 0.51526 -1.36416 -1.26016
N -1.81715 -0.06341 1.37018
C -2.90501 0.69971 1.66627
C -3.64296 0.04294 2.61119
C -2.92601 -1.14591 2.84780
N -1.83724 -1.21153 2.10952
H -1.07061 4.12304 -2.00743
H 1.24954 2.80246 -2.63005
H -2.25198 2.52487 -0.17659
H -0.02620 0.15228 3.27725
H 2.63557 0.14110 3.89082
H 3.85942 -0.00063 1.46764
H -2.32636 -2.26519 -0.09042
H -1.28809 -3.99668 -1.93552
H 1.11467 -2.86085 -2.60405
H -3.10356 1.65257 1.21479
H -4.56198 0.37109 3.06365
H -3.16062 -1.95163 3.52521
Te 1.64810 -0.05933 -3.96508
Te 3.88996 0.06680 -5.34787
Te 5.82670 0.08082 -3.51938
Te 4.52955 0.08545 -1.17573
*
```

- gap between HOMO and LUMO (spin up / spin down) (eV) = 6.65 / 5.55
- E_LUMO (spin up / spin down) (eV) = -3.96 / -5.44
- ΔE to the lowest compared entry with this formula, charge and spin (eV) = 0.046